122
Properties=species:S:1:pos:R:3 method="wB97M-V/def2-TZVPD" orbital_gap_ev=7.3 total_energy_ha=-59389.846592 e_lumo_ev=-1.009 smiles="CC(=O)OCCc1c2c(cc([PH2]=S)c1C(F)(F)F)C(=O)NC2=O.BrCCBr.BrCCBr.BrCCBr.BrCCBr.BrCCBr.BrCCBr.BrCCBr.BrCCBr.BrCCBr.BrCCBr.BrCCBr" fmax_ha_per_bohr=0.0712
C -2.638 -1.314 -2.361
C -1.873 -1.968 -3.485
O -2.311 -2.851 -4.180
O -0.586 -1.481 -3.662
C 0.332 -2.328 -2.923
C 1.364 -1.418 -2.252
C 1.087 -1.157 -0.792
C 0.803 0.103 -0.427
C 0.525 0.456 0.842
C 0.515 -0.505 1.760
C 0.774 -1.768 1.451
P 0.672 -2.896 2.905
S 2.461 -3.278 3.617
C 1.079 -2.135 0.172
C 1.373 -3.567 -0.183
F 0.223 -4.208 -0.436
F 2.112 -3.716 -1.279
F 1.994 -4.217 0.767
C 0.251 1.917 0.979
O 0.034 2.563 1.971
N 0.247 2.364 -0.335
C 0.684 1.372 -1.233
O 0.860 1.615 -2.405
H -3.583 -0.971 -2.754
H -2.062 -0.488 -1.971
H -2.744 -2.049 -1.572
H 0.843 -2.919 -3.671
H -0.190 -2.989 -2.247
H 1.403 -0.514 -2.819
H 2.323 -1.888 -2.347
H 0.275 -0.234 2.769
H 0.103 -4.124 2.547
H -0.057 -2.277 3.932
H 0.699 3.256 -0.489
Br -1.523 8.363 4.052
C -2.019 6.606 3.378
C -0.943 6.013 2.509
Br -0.916 6.835 0.744
H -2.963 6.726 2.858
H -2.169 5.994 4.265
H -1.133 4.957 2.329
H 0.050 6.131 2.929
Br -2.492 -4.958 3.521
C -2.947 -6.745 2.902
C -1.791 -7.354 2.169
Br -1.617 -6.586 0.397
H -3.843 -6.654 2.298
H -3.176 -7.314 3.800
H -1.950 -8.419 2.017
H -0.840 -7.199 2.671
Br 1.388 -0.274 5.099
C 1.398 0.085 7.010
C 0.702 -1.010 7.772
Br -1.232 -0.881 7.603
H 0.942 1.059 7.154
H 2.448 0.134 7.288
H 0.905 -0.921 8.836
H 0.983 -2.001 7.431
Br 3.716 0.486 -2.846
C 4.759 0.723 -4.468
C 3.909 1.376 -5.520
Br 2.655 0.102 -6.291
H 5.132 -0.254 -4.761
H 5.596 1.362 -4.195
H 4.519 1.722 -6.351
H 3.325 2.205 -5.137
Br -4.721 -9.595 1.714
C -4.443 -9.430 -0.208
C -5.288 -8.336 -0.800
Br -7.148 -8.881 -0.973
H -4.647 -10.405 -0.639
H -3.387 -9.196 -0.325
H -4.959 -8.109 -1.811
H -5.279 -7.429 -0.205
Br 1.513 -7.430 3.356
C 2.329 -8.702 4.578
C 1.706 -10.065 4.445
Br -0.043 -10.139 5.295
H 2.233 -8.287 5.575
H 3.380 -8.734 4.300
H 2.308 -10.811 4.960
H 1.566 -10.364 3.412
Br -6.901 2.601 2.559
C -5.269 2.492 3.610
C -4.060 2.869 2.798
Br -3.537 1.446 1.583
H -5.213 1.483 4.004
H -5.409 3.194 4.430
H -3.199 3.021 3.446
H -4.218 3.757 2.192
Br 2.210 -3.266 -8.794
C 4.044 -2.621 -8.754
C 4.963 -3.605 -8.082
Br 4.761 -3.569 -6.146
H 4.027 -1.653 -8.262
H 4.324 -2.492 -9.797
H 6.002 -3.342 -8.265
H 4.789 -4.628 -8.397
Br 4.012 5.647 -4.328
C 2.504 6.186 -5.435
C 1.749 4.993 -5.955
Br 2.704 4.129 -7.414
H 2.901 6.813 -6.227
H 1.871 6.783 -4.783
H 0.793 5.298 -6.376
H 1.580 4.235 -5.196
Br -2.139 5.172 -5.451
C -1.781 7.080 -5.316
C -1.184 7.441 -3.981
Br -2.521 7.452 -2.571
H -2.717 7.591 -5.511
H -1.077 7.295 -6.118
H -0.785 8.453 -4.004
H -0.405 6.753 -3.668
Br 1.011 10.764 8.320
C 1.083 11.011 6.391
C 0.183 12.130 5.940
Br -1.685 11.590 5.944
H 0.826 10.057 5.942
H 2.121 11.247 6.172
H 0.402 12.399 4.910
H 0.258 13.012 6.567

***

101
Properties=species:S:1:pos:R:3 method="wB97M-V/def2-TZVPD" orbital_gap_ev=7.4 total_energy_ha=-3093.694333 e_lumo_ev=-3.073 total_charge=+1 fmax_ha_per_bohr=0.0620
C -3.670 0.184 2.204
C -2.789 -0.043 1.197
C -1.341 0.414 1.222
C -0.733 -0.255 2.516
C -0.628 0.674 3.726
C 0.129 0.019 4.886
N -1.131 1.872 1.254
C -1.998 2.915 1.817
C -2.743 3.788 0.811
C -3.933 3.123 0.100
C -5.252 3.867 0.364
N -6.324 3.270 -0.469
C -7.511 2.909 0.347
C -6.763 4.272 -1.438
C -6.465 3.975 -2.889
O -7.319 5.293 -1.098
C 0.033 2.207 0.746
N 0.530 3.451 0.658
C 1.581 3.705 -0.358
C 3.032 3.477 0.136
C 3.171 3.062 1.609
S 0.956 0.790 0.170
C -0.696 -0.015 -0.119
C -0.685 -1.509 -0.494
S 0.314 -2.645 0.487
O 0.887 -3.630 -0.381
O -0.577 -3.185 1.482
P -1.275 0.910 -1.691
C -2.667 0.008 -2.520
C -4.076 0.464 -2.129
C 0.080 0.819 -2.951
C 0.170 2.110 -3.794
H -3.376 -0.079 3.217
H -4.657 0.602 2.041
H -3.155 -0.623 0.353
H -1.351 -1.098 2.808
H 0.263 -0.659 2.344
H -1.624 0.943 4.082
H -0.127 1.619 3.506
H -0.394 -0.866 5.242
H 0.215 0.729 5.704
H 1.130 -0.245 4.547
H -2.669 2.507 2.565
H -1.326 3.575 2.375
H -3.141 4.626 1.391
H -2.096 4.233 0.054
H -4.092 2.091 0.389
H -3.763 3.204 -0.972
H -5.524 3.683 1.405
H -5.128 4.933 0.173
H -7.483 1.851 0.598
H -8.406 3.074 -0.251
H -7.631 3.537 1.229
H -5.625 4.583 -3.224
H -7.354 4.141 -3.489
H -6.162 2.935 -2.989
H -0.207 4.135 0.532
H 1.395 3.166 -1.283
H 1.499 4.760 -0.613
H 3.636 4.358 -0.065
H 3.476 2.679 -0.459
H 3.104 1.978 1.692
H 2.468 3.554 2.275
H 4.165 3.326 1.963
H -1.697 -1.902 -0.507
H -0.313 -1.570 -1.517
H 1.282 -1.950 1.144
H -2.581 -1.080 -2.457
H -2.543 0.247 -3.579
H -4.235 1.477 -2.486
H -4.312 0.348 -1.078
H -4.779 -0.164 -2.680
H 1.047 0.542 -2.539
H -0.187 0.006 -3.631
H 0.148 1.831 -4.845
H -0.645 2.805 -3.611
H 1.139 2.583 -3.650
F 6.804 -5.129 -4.255
C 5.681 -5.100 -3.512
C 4.646 -5.959 -3.825
C 3.493 -5.929 -3.054
C 3.387 -5.040 -1.992
C 4.438 -4.183 -1.698
C 5.599 -4.213 -2.458
H 4.747 -6.638 -4.661
H 2.676 -6.600 -3.283
H 2.489 -5.015 -1.394
H 4.356 -3.488 -0.872
H 6.433 -3.559 -2.238
F 6.377 -3.038 0.942
C 6.714 -4.268 1.397
C 8.018 -4.698 1.265
C 8.359 -5.958 1.734
C 7.396 -6.770 2.317
C 6.088 -6.320 2.434
C 5.742 -5.058 1.976
H 8.753 -4.054 0.801
H 9.379 -6.307 1.644
H 7.664 -7.754 2.678
H 5.335 -6.953 2.883
H 4.730 -4.686 2.065

***

104
Properties=species:S:1:pos:R:3 method="wB97M-V/def2-TZVPD" multiplicity=4 orbital_gap_ev="6.2 / 7.1" total_energy_ha=-4164.010368 s2=3.877 e_lumo_ev="-6.865 / -5.979" total_charge=+2 fmax_ha_per_bohr=0.0149
Mn 0.084 -0.208 -0.033
C 2.942 3.332 2.379
C 2.112 2.691 1.261
C 0.787 3.441 1.107
C 2.892 2.831 -0.053
P 1.667 0.918 1.646
C 0.702 0.997 3.219
N -0.674 0.850 2.822
B -1.113 0.470 1.539
N -2.521 0.341 1.568
C -3.307 -0.063 0.434
P -2.186 0.327 -0.969
C -2.573 2.105 -1.399
C -1.416 2.734 -2.185
C -3.859 2.202 -2.227
C -2.811 2.897 -0.102
C -2.577 -0.847 -2.361
C -1.892 -0.386 -3.651
C -4.088 -1.003 -2.571
C -2.013 -2.222 -1.982
C -2.948 0.660 2.868
C -4.217 0.701 3.415
C -4.331 1.066 4.752
C -3.209 1.374 5.515
C -1.931 1.330 4.968
C -1.817 0.974 3.637
C 3.166 -0.117 2.025
C 2.664 -1.560 2.146
C 3.845 0.291 3.341
C 4.177 -0.053 0.876
H 3.006 4.402 2.173
H 3.960 2.950 2.401
H 2.508 3.223 3.373
H 1.007 4.497 0.939
H 0.142 3.372 1.984
H 0.238 3.081 0.238
H 2.957 3.896 -0.285
H 2.400 2.340 -0.888
H 3.911 2.458 0.027
H 0.878 1.941 3.740
H 1.018 0.189 3.885
H -4.244 0.493 0.353
H -3.545 -1.131 0.445
H -1.311 2.302 -3.179
H -0.458 2.645 -1.677
H -1.633 3.796 -2.311
H -3.761 1.768 -3.219
H -4.083 3.263 -2.359
H -4.718 1.755 -1.724
H -2.014 2.811 0.627
H -3.742 2.608 0.387
H -2.900 3.950 -0.375
H -2.349 0.508 -4.072
H -1.984 -1.180 -4.394
H -0.826 -0.190 -3.508
H -4.589 -0.077 -2.836
H -4.580 -1.426 -1.694
H -4.242 -1.703 -3.395
H -0.926 -2.215 -1.910
H -2.293 -2.932 -2.763
H -2.422 -2.585 -1.037
H -5.093 0.455 2.830
H -5.310 1.108 5.207
H -3.331 1.652 6.552
H -1.062 1.566 5.567
H 1.885 -1.678 2.901
H 3.500 -2.197 2.440
H 2.295 -1.923 1.185
H 3.147 0.418 4.169
H 4.424 1.205 3.241
H 4.538 -0.502 3.630
H 3.711 -0.178 -0.104
H 4.894 -0.867 0.999
H 4.739 0.878 0.878
O -0.634 -1.793 0.879
S -0.138 -3.092 1.557
C -1.638 -4.014 1.884
C -1.178 -5.476 1.885
C 0.053 -5.620 0.947
C 0.340 -4.267 0.287
H -2.309 -3.769 1.059
H -2.071 -3.674 2.822
H -2.006 -6.104 1.562
H -0.921 -5.786 2.895
H -0.117 -6.363 0.171
H 0.921 -5.950 1.514
H -0.300 -4.059 -0.572
H 1.380 -4.104 0.016
O 0.921 0.677 -1.479
C 1.524 -0.411 -1.862
O 1.330 -1.417 -1.120
C 2.337 -0.419 -3.073
C 2.450 0.750 -3.826
C 3.216 0.747 -4.978
C 3.845 -0.431 -5.335
C 3.751 -1.602 -4.607
C 2.984 -1.593 -3.456
N 4.671 -0.438 -6.575
O 5.172 -1.492 -6.887
O 4.691 0.582 -7.221
H 1.939 1.650 -3.514
H 3.334 1.626 -5.594
H 4.272 -2.486 -4.945
H 2.885 -2.486 -2.856

***

130
Properties=species:S:1:pos:R:3 method="wB97M-V/def2-TZVPD" orbital_gap_ev=6.6 total_energy_ha=-5006.376815 e_lumo_ev=1.555 total_charge=-1 fmax_ha_per_bohr=0.1204
C 5.632 -7.614 32.420
C 6.089 -8.252 31.083
O 5.518 -9.448 30.664
H 6.040 -6.624 32.621
H 5.895 -8.153 33.330
H 4.551 -7.505 32.509
H 7.170 -8.317 30.957
H 6.014 -7.565 30.240
C 6.236 -11.754 28.434
C 7.281 -10.683 28.244
O 6.703 -9.816 27.294
C 5.374 -10.071 27.121
O 4.624 -9.416 26.404
O 5.077 -11.129 27.800
F 8.424 -11.235 27.757
H 6.090 -12.136 29.444
H 6.243 -12.727 27.942
H 7.716 -10.310 29.171
C 4.907 -3.129 36.173
C 3.663 -3.651 36.727
O 3.775 -5.067 36.693
C 4.565 -5.461 35.733
O 4.607 -6.622 35.313
O 5.224 -4.297 35.352
F 2.589 -3.432 35.961
H 5.536 -2.844 37.016
H 4.803 -2.120 35.774
H 3.332 -3.349 37.721
C 1.837 -8.934 30.648
C 1.985 -9.770 29.451
O 1.740 -8.816 28.430
C 0.948 -7.828 28.870
O 0.329 -7.070 28.125
O 0.993 -7.887 30.144
F 0.926 -10.637 29.348
H 2.805 -8.512 30.919
H 1.303 -9.371 31.492
H 2.863 -10.401 29.317
C 8.398 -6.890 28.077
C 9.716 -7.521 27.915
O 10.580 -6.489 27.812
C 10.087 -5.496 28.556
O 10.782 -4.637 29.108
O 8.764 -5.654 28.704
F 9.626 -8.155 26.768
H 7.795 -7.534 28.717
H 7.932 -6.865 27.092
H 9.996 -8.158 28.754
C 7.861 -4.501 31.912
C 8.141 -4.517 33.421
O 8.999 -3.447 33.576
C 8.650 -2.487 32.636
O 9.202 -1.355 32.433
O 7.801 -3.024 31.756
F 8.685 -5.720 33.636
H 6.891 -4.971 31.746
H 8.705 -4.976 31.413
H 7.272 -4.339 34.054
C 4.717 -11.233 33.144
C 3.922 -11.997 32.033
O 2.660 -11.730 32.615
C 2.694 -11.834 33.888
O 1.833 -12.054 34.689
O 4.023 -11.601 34.317
F 4.133 -13.303 31.954
H 4.745 -10.191 32.825
H 5.725 -11.638 33.235
H 4.131 -11.590 31.044
C 0.518 -8.035 34.831
C 1.319 -6.941 34.223
O 1.295 -6.038 35.303
C 0.314 -6.196 36.098
O 0.063 -5.558 37.132
O -0.318 -7.297 35.815
F 0.819 -6.201 33.235
H 1.169 -8.737 35.352
H -0.258 -8.383 34.149
H 2.341 -7.211 33.956
C 6.005 -9.652 36.546
C 7.034 -8.698 37.159
O 6.284 -7.593 37.711
P 5.676 -7.666 39.225
O 5.727 -9.020 39.769
O 6.430 -6.447 40.034
C 6.391 -5.147 39.378
C 5.801 -4.265 40.483
O 4.211 -7.108 39.249
C 3.107 -7.826 38.675
C 1.968 -7.017 39.315
H 6.546 -10.586 36.395
H 5.209 -9.977 37.216
H 5.658 -9.220 35.608
H 7.493 -9.373 37.881
H 7.652 -8.410 36.308
H 7.364 -4.833 39.002
H 5.769 -5.145 38.483
H 6.092 -3.233 40.292
H 4.711 -4.285 40.496
H 6.209 -4.446 41.478
H 3.023 -7.827 37.588
H 2.969 -8.839 39.054
H 0.971 -7.341 39.015
H 2.028 -6.976 40.403
H 2.001 -5.957 39.064
C 3.747 -4.463 31.849
C 3.220 -3.275 30.997
O 1.871 -3.553 30.618
P 0.842 -2.333 30.582
O 0.398 -1.706 31.853
O 1.586 -1.328 29.543
C 2.073 -1.775 28.300
C 3.315 -0.846 28.014
O -0.361 -2.994 29.578
C -0.907 -4.190 30.071
C -1.988 -4.147 31.194
H 4.688 -4.157 32.307
H 3.062 -4.697 32.664
H 3.999 -5.344 31.260
H 3.457 -2.436 31.651
H 3.815 -3.193 30.087
H 2.387 -2.818 28.311
H 1.253 -1.727 27.583
H 3.968 -1.196 27.215
H 2.850 0.071 27.654
H 3.852 -0.546 28.914
H -1.375 -4.768 29.274
H -0.064 -4.803 30.393
H -2.908 -3.822 30.708
H -2.211 -5.052 31.758
H -1.617 -3.358 31.847